# 1
The following is a quantum chemistry calculation of a structure of composition C29H25FN3O2RhSe in a non-equilibrium geometry, from the OMol25 dataset.

Structure (XYZ):
```
62
Properties=species:S:1:pos:R:3:nbo_charge:R:1
Rh -0.15561 0.24825 -0.15531 0.702
C 1.44855 2.98307 -2.39019 -0.645
C 2.48964 2.92028 -1.31309 -0.011
C 3.29155 4.02329 -1.04059 -0.228
C 4.28196 3.97042 -0.07302 -0.239
C 4.49523 2.78631 0.61445 -0.225
C 3.71897 1.66081 0.35987 -0.031
C 4.01750 0.36234 1.05351 -0.645
C 2.68945 1.74230 -0.58566 0.275
N 1.85023 0.61636 -0.81950 -0.652
C 2.38929 -0.34516 -1.57929 0.598
O 3.50533 -0.37315 -2.12425 -0.720
C 1.46076 -1.52365 -1.82411 0.146
C 1.81964 -2.72905 -2.40689 -0.224
C 0.83509 -3.70344 -2.54382 -0.195
C -0.46986 -3.47177 -2.11912 -0.230
C -0.74932 -2.24386 -1.54090 0.140
N 0.21128 -1.34025 -1.42894 -0.413
C -2.10236 -1.80653 -0.99892 0.596
O -3.07802 -2.53509 -1.23845 -0.716
N -2.06602 -0.63577 -0.34866 -0.645
C -3.32873 -0.07853 -0.01209 0.279
C -4.13227 0.43706 -1.03528 -0.024
C -3.64537 0.42475 -2.45574 -0.638
C -5.36937 0.98486 -0.71926 -0.235
C -5.81220 1.03077 0.59360 -0.240
C -4.99891 0.53433 1.59917 -0.218
C -3.75234 -0.01476 1.31732 -0.014
C -2.87975 -0.53573 2.41747 -0.641
H 1.40396 3.98636 -2.82001 0.188
H 0.46957 2.74196 -1.97092 0.263
H 1.67144 2.26863 -3.18867 0.207
H 3.12206 4.94100 -1.59430 0.186
H 4.88837 4.84437 0.13897 0.185
H 5.28079 2.72314 1.36133 0.184
H 4.71067 0.51647 1.88368 0.188
H 4.46871 -0.33650 0.34566 0.225
H 3.11000 -0.10682 1.43529 0.247
H 2.84178 -2.87020 -2.72943 0.232
H 1.09063 -4.66166 -2.98296 0.197
H -1.26241 -4.20195 -2.20618 0.232
H -2.63594 0.83903 -2.51276 0.233
H -4.30490 1.02031 -3.09011 0.189
H -3.60928 -0.59546 -2.84571 0.223
H -5.98350 1.39009 -1.51760 0.183
H -6.77566 1.46809 0.83207 0.184
H -5.32093 0.58663 2.63428 0.186
H -3.32332 -0.31975 3.39181 0.189
H -1.90003 -0.05907 2.36932 0.267
H -2.73151 -1.61511 2.32871 0.210
Se -0.72289 2.30081 0.83045 -0.982
F 1.57425 -2.91308 4.82444 -0.377
C 1.18532 -2.22197 3.70231 0.406
C 0.50308 -2.88560 2.71001 -0.323
C 0.11295 -2.17115 1.57792 -0.268
C 0.39779 -0.81188 1.41106 -0.043
C 1.10088 -0.19000 2.45737 -0.256
C 1.49074 -0.88220 3.59935 -0.323
H 0.27402 -3.93880 2.82151 0.202
H -0.44903 -2.71056 0.82655 0.203
H 1.33316 0.86286 2.37316 0.248
H 2.02485 -0.38642 4.40106 0.206
```

The LUMO energy is 4.805 eV. Its spin multiplicity is 1. As for the energy above the lowest of the compared OMol25 structures with the same formula, charge and spin: 16.87 kJ/mol. As for the HOMO energy: -0.00403 Ha. Its total charge is -2.

=====

# 2
The following is a quantum chemistry calculation of a cluster of 12 separate species, C36H66F2O36 in total in a non-equilibrium geometry, from the OMol25 dataset.

Structure (XYZ):
```
140
Properties=species:S:1:pos:R:3:lowdin_charge:R:1
O -0.25808 -3.95216 1.77608 0.173
C -1.37350 -3.53519 1.86777 -0.566
O -1.95068 -3.27124 3.03808 0.092
C -3.32826 -3.03782 2.87858 -0.053
C -3.45885 -2.79256 1.38323 -0.290
F -3.50121 -1.46551 1.07874 0.075
O -2.29568 -3.39325 0.89534 0.108
H -4.05810 -3.71037 3.33236 0.146
H -3.52328 -2.12226 3.44765 0.132
H -4.27300 -3.36115 0.93168 0.173
O 0.93716 1.59000 -1.82223 0.149
C 0.87446 0.66951 -1.04892 -0.579
O 0.06951 -0.37395 -1.26354 0.054
C -0.10754 -1.16656 -0.11464 -0.050
C 1.08879 -0.65981 0.74189 -0.232
F 2.03938 -1.64979 0.71930 0.055
O 1.50202 0.53206 0.09429 0.153
H -1.07816 -1.05168 0.37457 0.111
H -0.10223 -2.22485 -0.37122 0.121
H 0.83122 -0.52093 1.78982 0.151
C 1.00372 -1.19322 -4.92151 -0.035
O 2.07278 -1.94691 -4.39502 -0.002
C 1.85273 -2.70486 -3.30365 -0.603
O 0.74800 -2.86145 -2.86423 0.108
O 3.01720 -3.00079 -2.77333 0.024
C 3.02005 -3.99428 -1.73379 -0.004
H 0.34487 -1.81357 -5.53240 0.106
H 1.47392 -0.42631 -5.53465 0.101
H 0.45160 -0.71429 -4.10871 0.079
H 3.90907 -3.81934 -1.12859 0.082
H 3.07345 -4.98947 -2.16270 0.104
H 2.20470 -3.74976 -1.05318 0.084
C -2.29657 -1.95406 -3.15417 -0.045
O -2.96271 -1.81240 -4.38076 0.028
C -3.97409 -0.97221 -4.47024 -0.617
O -4.43350 -0.32933 -3.56387 0.128
O -4.43192 -0.97172 -5.71424 0.020
C -5.51457 -0.12824 -6.01412 -0.053
H -2.96994 -2.29362 -2.36003 0.101
H -1.85167 -1.04254 -2.74598 0.075
H -1.50014 -2.68590 -3.25513 0.077
H -5.73942 -0.26647 -7.07041 0.096
H -5.29260 0.92134 -5.81862 0.095
H -6.45722 -0.35712 -5.51102 0.098
C 4.86507 -1.32578 6.24869 -0.018
O 5.37208 -1.86783 5.02423 0.005
C 4.47463 -2.39427 4.19055 -0.612
O 3.34295 -2.68506 4.49257 0.116
O 5.05233 -2.79824 3.05836 0.007
C 4.32640 -3.69465 2.24615 -0.048
H 5.72894 -1.09006 6.86424 0.097
H 4.26541 -2.07578 6.76017 0.098
H 4.33214 -0.40735 6.01411 0.078
H 3.27737 -3.40557 2.17722 0.082
H 4.44783 -4.71439 2.61036 0.104
H 4.67734 -3.68252 1.21449 0.080
C -3.57581 3.23603 -8.23229 -0.044
O -2.73817 2.42742 -7.42101 -0.009
C -2.42438 2.85881 -6.20421 -0.637
O -2.63765 3.98552 -5.82473 0.132
O -1.93895 1.85548 -5.51799 0.014
C -1.14154 2.19113 -4.35422 0.001
H -3.60921 2.75983 -9.21021 0.093
H -3.02138 4.15108 -8.46572 0.095
H -4.52846 3.46476 -7.76479 0.099
H -0.12336 2.43690 -4.64481 0.109
H -1.09871 1.25953 -3.79538 0.065
H -1.63624 2.96785 -3.78140 0.085
C -3.05087 1.62592 -1.30108 -0.050
O -2.68218 2.79557 -0.61758 0.020
C -1.84542 2.60926 0.41060 -0.572
O -1.51705 1.54410 0.87637 0.122
O -1.10229 3.67913 0.55071 0.018
C 0.27896 3.60532 0.89047 -0.027
H -3.85348 1.71137 -2.03170 0.094
H -3.39697 0.91203 -0.54622 0.095
H -2.25644 1.13272 -1.86806 0.070
H 0.54984 4.54272 1.36932 0.092
H 0.88958 3.46794 0.00543 0.062
H 0.59718 2.87734 1.64022 0.096
C -0.44292 -9.18343 2.15768 -0.030
O -0.21366 -8.53157 0.91003 0.016
C -0.92224 -7.48206 0.57470 -0.632
O -1.84864 -7.03230 1.22101 0.106
O -0.52733 -7.03103 -0.59200 0.024
C -1.15601 -5.88351 -1.14524 -0.029
H -1.51185 -9.35583 2.27852 0.094
H -0.09243 -8.66082 3.04439 0.098
H 0.04928 -10.14628 2.06506 0.093
H -0.98492 -5.77987 -2.21241 0.095
H -0.61130 -5.04644 -0.70002 0.079
H -2.20270 -5.74922 -0.88568 0.093
C 3.45117 1.09768 3.03646 -0.016
O 3.64901 1.43217 4.40463 0.019
C 2.62364 1.82802 5.12289 -0.609
O 1.48939 2.06007 4.75815 0.116
O 3.06875 2.10191 6.36032 -0.007
C 2.05642 2.25903 7.34855 -0.045
H 2.74076 1.81696 2.63036 0.073
H 2.90317 0.15386 2.96713 0.091
H 4.32173 1.05908 2.39518 0.105
H 1.42504 1.37759 7.44492 0.099
H 1.52232 3.20240 7.27420 0.098
H 2.57438 2.29298 8.31020 0.092
C -3.09774 -1.53282 7.81865 -0.042
O -2.45804 -1.67992 6.56645 0.004
C -2.20545 -0.61473 5.82557 -0.620
O -2.45226 0.51614 6.15727 0.132
O -1.72793 -1.01019 4.65551 -0.007
C -1.26023 -0.01776 3.75749 -0.023
H -4.09506 -1.12765 7.65691 0.100
H -2.48998 -0.94729 8.50831 0.098
H -3.19122 -2.50355 8.30201 0.092
H -1.81510 0.91814 3.79501 0.104
H -1.26896 -0.42192 2.74912 0.067
H -0.23533 0.26621 4.01411 0.088
C 4.27211 2.45134 -1.00665 -0.015
O 4.28706 2.75290 0.38531 -0.003
C 3.59207 3.81133 0.79062 -0.615
O 2.91920 4.53044 0.10630 0.126
O 3.85908 3.95238 2.09064 -0.005
C 3.36487 5.10919 2.72928 -0.038
H 4.45002 3.37968 -1.54566 0.103
H 3.35592 1.94873 -1.31578 0.073
H 5.04634 1.72282 -1.24261 0.098
H 3.24046 4.94971 3.79708 0.097
H 2.46734 5.57142 2.31802 0.088
H 4.10363 5.91030 2.60956 0.102
C -0.05029 7.46261 -6.17516 -0.078
O -0.10188 6.31501 -5.38669 -0.002
C -0.17969 6.41556 -4.03966 -0.599
O -0.10086 7.45836 -3.44464 0.127
O -0.44351 5.23687 -3.54971 0.013
C -0.26615 4.97617 -2.17347 -0.024
H -0.48439 7.26166 -7.15803 0.090
H 0.93880 7.84538 -6.43823 0.093
H -0.65979 8.27087 -5.76698 0.096
H -1.20377 4.58459 -1.77985 0.086
H -0.06607 5.85704 -1.56455 0.106
H 0.51454 4.22932 -2.03591 0.086
```

The LUMO energy is 0.493 eV. Its spin multiplicity is 1. As for the energy above the lowest of the compared OMol25 structures with the same formula, charge and spin: 0.00 kJ/mol. The SMILES is O=C1OC[C@@H](F)O1.O=C1OC[C@@H](F)O1.COC(=O)OC.COC(=O)OC.COC(=O)OC.COC(=O)OC.COC(=O)OC.COC(=O)OC.COC(=O)OC.COC(=O)OC.COC(=O)OC.COC(=O)OC. As for the HOMO energy: -0.37738 Ha.

=====

# 3
The following is a quantum chemistry calculation of the molecule C17H26N4O3 in a non-equilibrium geometry, from the OMol25 dataset.

Structure (XYZ):
```
50
Properties=species:S:1:pos:R:3:nbo_charge:R:1
C -3.81812 -2.48122 -1.30488 -0.690
C -2.58711 -3.25361 -0.93445 0.167
C -2.67169 -4.10427 0.23428 -0.319
C -1.48902 -4.99778 0.52893 0.336
C -1.73549 -5.99118 1.56370 -0.698
N -0.36219 -4.92020 -0.16563 -0.493
C -0.30040 -4.12928 -1.30132 0.636
O 0.82718 -3.96548 -1.68618 -0.519
C -1.37280 -3.29289 -1.93668 -0.464
C -0.93583 -1.83633 -2.24379 0.718
O -0.99462 -1.16885 -3.28643 -0.600
N -0.52524 -1.11766 -1.12169 -0.639
C 0.29163 0.11080 -1.28209 -0.034
C 1.54258 0.11385 -0.36068 -0.413
C 1.24303 0.24298 1.15337 -0.408
C 0.25935 1.46707 1.52002 -0.026
N 0.79459 2.84427 1.20536 -0.652
C 1.99256 3.46465 1.48569 0.687
O 2.76634 3.00085 2.26279 -0.623
C 2.25425 4.88814 0.98058 -0.492
C 3.68299 5.23830 0.61164 -0.212
N 3.64079 6.61443 0.12085 -0.835
C -0.99333 1.46315 0.59867 -0.421
C -0.62524 1.35588 -0.85292 -0.414
H -3.58592 -1.72238 -2.04175 0.234
H -4.23366 -1.86829 -0.45014 0.236
H -4.60265 -3.00459 -1.79317 0.240
H -3.60151 -4.29517 0.68639 0.221
H -1.92806 -5.60468 2.59214 0.248
H -2.59757 -6.67432 1.37822 0.247
H -0.91957 -6.78569 1.54139 0.249
H -1.66625 -3.66700 -2.88245 0.282
H -0.27844 -1.76778 -0.37542 0.383
H 0.66900 0.21252 -2.28521 0.235
H 2.24550 -0.71318 -0.55090 0.226
H 2.02652 1.01246 -0.70939 0.211
H 2.22762 0.12254 1.69307 0.246
H 0.65057 -0.56452 1.38670 0.188
H -0.04707 1.51967 2.58629 0.210
H 0.08485 3.39286 0.69727 0.381
H 1.84323 5.54612 1.78145 0.223
H 1.57709 4.92153 0.11219 0.207
H 4.42893 5.12323 1.44940 0.187
H 4.08347 4.67906 -0.26134 0.193
H 4.54510 6.93109 -0.13288 0.357
H 3.22605 7.21567 0.79159 0.347
H -1.56039 0.50966 0.91801 0.211
H -1.71331 2.33517 0.67944 0.220
H -1.54136 1.28413 -1.45445 0.222
H -0.21643 2.31626 -1.14560 0.202
```

The LUMO energy is -0.821 eV. Its spin multiplicity is 1. As for the energy above the lowest of the compared OMol25 structures with the same formula, charge and spin: 360.74 kJ/mol. The SMILES is CC1=CC(C)=NC(=O)[C@@H]1C(=O)N[C@H]1CC[C@H](NC(=O)CCN)CC1. As for the HOMO energy: -0.33270 Ha.

=====

# 4
The following is a quantum chemistry calculation of a cluster of 2 separate species, C9H16ClFINO4P in total in a non-equilibrium geometry, from the OMol25 dataset.

Structure (XYZ):
```
34
Properties=species:S:1:pos:R:3:nbo_charge:R:1
C 3.97698 -0.76375 1.67874 -0.649
C 3.61490 -1.20144 0.23185 -0.305
I 5.39563 -2.11077 -0.63280 0.152
C 2.55315 -2.32824 0.25661 -0.783
P 0.84145 -1.78279 0.63110 1.706
C -0.30939 -2.67199 -0.47084 -0.959
N 0.49961 -2.34096 2.21504 -1.078
C 0.60199 0.03385 0.64463 -0.885
C 0.65406 0.64688 -0.74656 0.565
O 0.95564 0.05560 -1.68464 -0.482
Cl 0.25152 2.36892 -0.85336 -0.009
H 3.38292 0.13356 1.92362 0.200
H 3.68060 -1.52280 2.41334 0.211
H 5.02510 -0.49306 1.80148 0.260
H 3.31470 -0.34208 -0.36917 0.226
H 2.55753 -2.80235 -0.73308 0.285
H 2.82607 -3.09499 0.99189 0.287
H 0.25364 -3.05099 -1.33050 0.286
H -0.68313 -3.53913 0.08528 0.284
H -1.09937 -2.01595 -0.84697 0.278
H 0.93374 -1.65294 2.84035 0.400
H -0.50483 -2.21305 2.37432 0.405
H -0.40553 0.21968 1.05598 0.301
H 1.28638 0.57175 1.31413 0.304
C -3.31601 2.64825 -1.93854 -0.132
C -4.15498 2.21566 -0.76652 0.441
O -4.51720 3.44011 -0.17173 -0.489
C -4.54555 4.36947 -1.18326 0.959
O -5.05562 5.42977 -1.10413 -0.521
O -3.90726 3.89504 -2.29221 -0.476
F -3.42020 1.48953 0.12659 -0.347
H -2.27286 2.80530 -1.65768 0.195
H -3.35912 1.94542 -2.76879 0.208
H -5.05458 1.65850 -1.03418 0.161
```

The LUMO energy is -3.091 eV. Its spin multiplicity is 1. As for the HOMO energy: -0.46708 Ha. Its total charge is +1.

=====

Q: What is the formula in the third record?
A: C17H26N4O3

=====

Q: Look up the LUMO of the first one.
A: 4.805 eV

=====

Q: Which value of LUMO does entry 4 give?
A: -3.091 eV

=====

Q: Which formula does entry 2 have?
A: C36H66F2O36